[1]
Entry from the Open Molecules 2025 dataset: a 2-piece molecular cluster, C23H26Br2N2O2 overall (wB97M-V/def2-TZVPD).

Geometry (Å):
C1 -4.08 -2.24 -0.48
C2 -3.25 -0.99 -0.18
C3 -2.19 -0.71 -1.25
C4 -0.93 -1.50 -1.06
N1 0.12 -0.85 -0.73
C5 1.32 -1.57 -0.67
C6 1.19 -2.96 -0.05
C7 0.15 -3.75 -0.82
N2 -0.98 -2.90 -1.23
C8 -2.21 -3.62 -1.56
C9 -3.27 -3.54 -0.47
H1 -4.92 -2.31 0.22
H2 -4.54 -2.12 -1.47
H3 -3.91 -0.12 -0.07
H4 -2.76 -1.11 0.79
H5 -2.60 -0.90 -2.24
H6 -1.92 0.35 -1.24
H7 1.70 -1.66 -1.70
H8 2.06 -0.96 -0.13
H9 2.16 -3.48 -0.03
H10 0.88 -2.86 1.00
H11 0.59 -4.18 -1.73
H12 -0.23 -4.59 -0.23
H13 -2.60 -3.24 -2.51
H14 -1.94 -4.66 -1.76
H15 -2.78 -3.65 0.51
H16 -3.96 -4.40 -0.55
C10 6.26 2.15 1.52
O1 5.71 1.75 0.29
C11 4.37 2.05 0.10
C12 3.57 2.72 1.05
C13 2.25 2.96 0.80
C14 1.64 2.54 -0.39
C15 0.23 2.72 -0.62
C16 -0.76 2.62 0.34
C17 -2.13 2.95 0.03
C18 -3.12 2.71 0.90
Br1 -4.90 3.11 0.50
C19 -2.88 2.09 2.18
O2 -3.79 1.85 2.96
C20 -1.50 1.77 2.49
Br2 -1.14 0.88 4.09
C21 -0.51 2.04 1.63
C22 2.45 1.91 -1.35
C23 3.77 1.66 -1.10
H17 7.29 1.80 1.57
H18 6.25 3.24 1.59
H19 5.70 1.71 2.34
H20 4.01 3.07 1.97
H21 1.67 3.51 1.52
H22 -0.09 2.88 -1.64
H23 -2.35 3.40 -0.93
H24 0.49 1.73 1.89
H25 2.00 1.58 -2.27
H26 4.38 1.15 -1.82

Calculated values
- Frontier orbital gap: 6.8896 eV
- SMILES string: COc1ccc(C=C2C=C(Br)C(=O)C(Br)=C2)cc1.C1CCC2=NCCCN2CC1
- HOMO energy: -0.293 Ha
- 2S+1: 1

[2]
Entry from the Open Molecules 2025 dataset: C23H26BrF5IrN2OSSe as an isolated structure (wB97M-V/def2-TZVPD).

Geometry (Å):
Ir1 -0.90 1.61 0.62
C1 4.99 -2.53 2.40
C2 4.69 -2.72 0.89
C3 4.70 -4.23 0.59
C4 5.82 -2.05 0.07
C5 3.36 -2.04 0.68
C6 3.15 -0.61 0.90
C7 1.89 -0.06 0.79
Br1 1.71 1.82 1.00
C8 0.74 -0.88 0.52
O1 -0.46 -0.45 0.82
C9 1.00 -2.23 0.11
C10 2.30 -2.74 0.19
C11 -0.10 -3.22 -0.38
C12 0.31 -3.58 -1.85
C13 -0.17 -4.48 0.58
C14 -1.54 -2.60 -0.46
H1 5.85 -3.11 2.76
H2 4.13 -2.86 2.96
H3 5.22 -1.49 2.69
H4 5.72 -4.64 0.64
H5 4.28 -4.39 -0.44
H6 4.14 -4.73 1.38
H7 6.78 -2.52 0.20
H8 5.86 -0.99 0.32
H9 5.63 -2.04 -1.00
H10 3.97 0.04 1.25
H11 2.43 -3.79 -0.08
H12 1.17 -4.19 -2.00
H13 0.41 -2.65 -2.47
H14 -0.55 -4.15 -2.21
H15 0.64 -5.18 0.39
H16 -1.11 -4.99 0.47
H17 -0.08 -4.15 1.62
H18 -1.56 -1.67 -1.10
H19 -1.91 -2.24 0.48
H20 -2.22 -3.37 -0.88
S1 -2.96 0.79 0.36
C15 -3.96 1.99 1.17
N1 -3.49 2.62 2.23
C16 -4.35 3.70 2.64
C17 -5.51 3.66 1.57
N2 -5.13 2.52 0.79
H21 -2.60 2.33 2.64
H22 -3.83 4.67 2.61
H23 -4.78 3.57 3.64
H24 -5.46 4.58 0.99
H25 -6.51 3.50 1.96
H26 -5.58 2.16 -0.04
F1 -3.40 5.82 -5.09
C18 -2.80 5.36 -3.95
C19 -1.62 5.91 -3.43
F2 -1.12 6.99 -4.09
C20 -0.97 5.30 -2.37
F3 0.33 5.63 -2.07
C21 -1.61 4.35 -1.59
Se1 -0.88 4.06 0.21
C22 -2.78 3.75 -2.12
F4 -3.35 2.64 -1.58
C23 -3.40 4.30 -3.22
F5 -4.56 3.82 -3.67

Calculated values
- Frontier orbital gap (spin up / spin down): 6.8065 / 5.1777 eV
- HOMO energy (spin up / spin down): -0.337 / -0.403 Ha
- Total charge: +1
- ⟨S²⟩: 6.042
- 2S+1: 5

[3]
Entry from the Open Molecules 2025 dataset: C23H26BrN3O2SeV as an isolated structure (wB97M-V/def2-TZVPD).

Geometry (Å):
V1 -0.37 -0.40 1.28
O1 -4.94 -1.87 -1.55
C1 -3.65 -1.57 -1.22
C2 -2.59 -2.01 -2.00
C3 -1.31 -1.69 -1.61
N1 -1.11 -0.99 -0.50
C4 -2.12 -0.54 0.28
Br1 -0.92 -0.75 3.67
C5 -3.43 -0.83 -0.07
H1 -4.94 -2.35 -2.39
H2 -2.75 -2.58 -2.91
H3 -0.44 -1.95 -2.19
H4 -4.27 -0.49 0.51
C6 0.09 1.17 1.26
C7 0.56 2.55 1.31
C8 0.92 3.11 2.54
C9 1.41 4.40 2.61
C10 1.55 5.15 1.44
C11 1.20 4.60 0.22
C12 0.70 3.30 0.14
H5 0.79 2.51 3.44
H6 1.68 4.83 3.57
H7 1.94 6.16 1.49
H8 1.32 5.17 -0.69
H9 0.46 2.85 -0.81
C13 4.32 -2.44 2.80
N2 2.90 -2.14 2.72
C14 2.04 -3.14 3.33
C15 2.39 -1.35 1.73
O2 1.26 -1.62 1.24
N3 3.13 -0.32 1.29
C16 3.93 0.49 2.19
C17 2.80 0.31 0.01
H10 4.50 -3.46 2.47
H11 4.67 -2.35 3.84
H12 4.89 -1.76 2.18
H13 2.38 -3.32 4.35
H14 2.07 -4.08 2.77
H15 1.02 -2.78 3.37
H16 3.82 0.15 3.22
H17 3.57 1.52 2.14
H18 4.99 0.48 1.92
H19 2.18 -0.34 -0.60
H20 3.73 0.53 -0.52
H21 2.24 1.24 0.15
Se1 0.85 0.74 -2.79
C18 -0.85 1.57 -3.05
C19 -1.28 2.00 -4.31
C20 -2.52 2.60 -4.49
C21 -3.38 2.79 -3.42
C22 -2.97 2.36 -2.16
C23 -1.73 1.77 -1.98
H22 -0.61 1.86 -5.16
H23 -2.81 2.92 -5.49
H24 -4.35 3.25 -3.56
H25 -3.62 2.50 -1.30
H26 -1.43 1.45 -0.99

Calculated values
- Frontier orbital gap: 5.5213 eV
- HOMO energy: -0.114 Ha
- Total charge: -1
- 2S+1: 1

[4]
Entry from the Open Molecules 2025 dataset: a 2-piece molecular cluster, C23H26ClN3O5 overall (wB97M-V/def2-TZVPD).

Geometry (Å):
N1 3.98 -2.11 5.42
C1 4.42 -2.47 4.29
N2 5.82 -2.60 4.00
N3 3.55 -2.83 3.26
C2 2.27 -2.12 3.21
C3 1.46 -2.55 1.99
C4 -0.05 -2.38 2.23
C5 -0.60 -3.56 3.02
O1 -1.75 -3.23 3.82
C6 -2.71 -2.58 3.17
O2 -2.98 -2.69 2.00
O3 -3.36 -1.79 4.04
C7 -4.26 -0.82 3.47
C8 -3.52 0.42 2.99
C9 -3.06 0.38 1.53
Cl1 -3.84 1.63 0.52
H1 4.76 -1.92 6.03
H2 6.08 -3.57 3.84
H3 6.08 -2.07 3.17
H4 4.04 -2.77 2.37
H5 2.44 -1.04 3.17
H6 1.74 -2.31 4.14
H7 1.74 -1.94 1.13
H8 1.69 -3.59 1.74
H9 -0.56 -2.28 1.28
H10 -0.22 -1.46 2.80
H11 -0.84 -4.40 2.35
H12 0.14 -3.90 3.74
H13 -4.83 -1.28 2.66
H14 -4.95 -0.58 4.27
H15 -2.67 0.61 3.65
H16 -4.19 1.27 3.12
H17 -1.99 0.55 1.44
H18 -3.29 -0.59 1.08
C10 -0.98 -0.93 -3.12
C11 -1.60 -0.16 -2.14
C12 -1.52 1.22 -2.17
C13 -0.80 1.84 -3.19
C14 -0.17 1.08 -4.16
C15 -0.26 -0.31 -4.13
C16 0.63 1.72 -5.25
O4 1.18 1.05 -6.10
C17 0.74 3.21 -5.24
C18 1.51 3.83 -6.21
C19 1.62 5.21 -6.23
C20 0.95 5.97 -5.28
C21 0.19 5.36 -4.31
C22 0.08 3.97 -4.28
C23 -0.74 3.33 -3.21
O5 -1.32 4.00 -2.38
H19 -1.05 -2.01 -3.09
H20 -2.17 -0.65 -1.35
H21 -2.01 1.81 -1.41
H22 0.23 -0.88 -4.90
H23 2.02 3.22 -6.95
H24 2.22 5.69 -6.99
H25 1.04 7.05 -5.30
H26 -0.34 5.94 -3.56

Calculated values
- Frontier orbital gap: 8.5027 eV
- SMILES string: [H]/N=C(\N)NCCCCOC(=O)OCCCCl.O=C1c2ccccc2C(=O)c2ccccc21
- HOMO energy: -0.347 Ha
- 2S+1: 1